(1)
# C4H8ClN

2 unconnected molecules or ions with the total composition C4H8ClN (ωB97M-V/def2-TZVPD, OMol25).

Atoms and positions in Å:
1 C -1.2121 -0.4179 -1.4221
2 C -1.1707 0.4200 -0.1634
3 C -0.3882 0.1025 0.9066
4 C 2.3560 0.2774 -0.0047
5 N 1.9786 0.3697 -1.1936
6 Cl 2.9255 -1.2327 0.5439
7 H -0.3798 -1.1121 -1.5556
8 H -2.1275 -1.1942 -1.4725
9 H -1.8247 1.2280 -0.0585
10 H -0.2244 0.6954 1.8007
11 H 0.1090 -0.8555 0.7621
12 H 2.7201 1.1720 0.6916
13 H -1.5343 0.2669 -2.2788
14 H 1.6915 1.3153 -1.5849

- Charge: 0
- Calculated total energy: -18284.1002 eV
- Gap between HOMO and LUMO (spin up / spin down): 6.38 / 8.47 eV
- <S²>: 2.007
- ΔE to the lowest compared entry with this formula, charge and spin: 145.0 kJ/mol
- Largest force on an atom: 6.75 eV/A
- Multiplicity: 3

(2)
# C4H8ClN2O2S

A gas-phase ion, C4H8ClN2O2S (charge +1) (ωB97M-V/def2-TZVPD, OMol25).

Atoms and positions in Å:
1 C 0.7353 0.8431 -0.2044
2 N -0.2554 0.7803 0.8314
3 C -0.8801 1.9778 1.2627
4 C -0.4922 -0.4277 1.3134
5 N 0.2856 -1.4090 0.7675
6 C 0.9662 -1.2045 -0.4146
7 S -0.1280 -1.4879 -1.8724
8 O -1.2603 -0.6745 -1.5908
9 O -0.2747 -2.8809 -2.1479
10 Cl 1.0574 -0.6280 -3.2549
11 H 1.7904 1.2207 -0.1513
12 H 0.2933 1.1441 -1.2191
13 H -1.1687 1.9221 2.2640
14 H -0.0754 2.7976 1.1708
15 H -1.7768 2.3213 0.6340
16 H -1.2482 -0.5908 1.9543
17 H 0.3522 -2.3574 1.1918
18 H 2.0795 -1.3461 -0.5347

- Charge: +1
- Calculated total energy: -34700.8050 eV
- Gap between HOMO and LUMO: 9.80 eV
- SMILES: C=[N+](C)/C=[NH+]\C=[S@](=O)([O-])Cl
- ΔE to the lowest compared entry with this formula, charge and spin: 258.5 kJ/mol
- Largest force on an atom: 5.89 eV/A

(3)
# C4H8ClN3

A single C4H8ClN3 molecule (ωB97M-V/def2-TZVPD, OMol25).

Atoms and positions in Å:
1 C 0.0645 -1.5001 1.3086
2 C 0.5419 -1.0546 0.1747
3 Cl 1.4988 -1.9647 -0.9503
4 C -0.0182 0.3588 -0.3459
5 N -1.2195 0.6345 -0.7586
6 C -2.3373 -0.2909 -0.5296
7 N 1.0807 1.2593 -0.6034
8 N 2.2871 1.4253 0.1863
9 H -0.4775 -0.7918 2.0266
10 H 0.4296 -2.3952 1.5780
11 H -2.9856 0.1151 0.2245
12 H -2.9446 -0.3053 -1.3755
13 H -1.9634 -1.3090 -0.2075
14 H 0.5949 2.0239 -0.9653
15 H 3.2313 1.3636 -0.3865
16 H 2.2174 2.4311 0.6240

- Charge: 0
- Calculated total energy: -21267.1972 eV
- Gap between HOMO and LUMO: 9.65 eV
- SMILES: C=C(Cl)/C(=N\C)NN
- ΔE to the lowest compared entry with this formula, charge and spin: 313.9 kJ/mol
- Largest force on an atom: 3.85 eV/A

(4)
# C4H8ClN3

A single C4H8ClN3 molecule (ωB97M-V/def2-TZVPD, OMol25).

Atoms and positions in Å:
1 H 2.2522 2.3775 0.5460
2 N 1.9680 1.4468 0.6764
3 C 0.9048 1.0047 0.1291
4 N 0.0065 1.8547 -0.5218
5 C 0.4666 -0.3861 0.0326
6 Cl 1.5826 -1.5703 -0.1027
7 C -0.8588 -0.6841 -0.1133
8 N -1.9273 0.1594 -0.2634
9 C -3.2272 -0.2852 0.3686
10 H -0.2038 1.6514 -1.5216
11 H 0.4130 2.7266 -0.6200
12 H -1.0895 -1.7709 -0.3055
13 H -1.7575 1.0583 0.0949
14 H -3.3333 -1.4895 0.3483
15 H -4.0183 0.1858 -0.1037
16 H -3.2091 -0.1656 1.5673

- Charge: 0
- Calculated total energy: -21268.6439 eV
- Gap between HOMO and LUMO: 8.85 eV
- SMILES: [H]/N=C(N)/C(Cl)=C\NC
- ΔE to the lowest compared entry with this formula, charge and spin: 174.3 kJ/mol
- Largest force on an atom: 5.67 eV/A

(5)
# C4H8ClNO

A single C4H8ClNO molecule (ωB97M-V/def2-TZVPD, OMol25).

Atoms and positions in Å:
1 N -0.9752 -1.7056 1.0038
2 C -0.6479 -0.4660 0.5095
3 Cl -1.8956 0.6833 1.2891
4 C 0.7093 0.0924 0.7145
5 C 0.9208 1.2268 -0.2737
6 C 0.0064 0.6428 -1.4357
7 O -0.7376 -0.4318 -0.9153
8 H -1.5856 -2.0590 0.2950
9 H -0.2160 -2.3619 1.0053
10 H 1.2799 -0.7519 0.3946
11 H 0.9459 0.2405 1.7850
12 H 0.5626 2.0882 0.1582
13 H 1.8311 1.4101 -0.6675
14 H -0.7230 1.3303 -1.6348
15 H 0.5250 0.0620 -2.2279

- Charge: 0
- Calculated total energy: -20336.8797 eV
- Gap between HOMO and LUMO: 10.89 eV
- SMILES: N[C@@]1(Cl)CCCO1
- ΔE to the lowest compared entry with this formula, charge and spin: 84.1 kJ/mol
- Largest force on an atom: 4.72 eV/A

(6)
# C4H8ClNO2

A single C4H8ClNO2 molecule (ωB97M-V/def2-TZVPD, OMol25).

Atoms and positions in Å:
1 C -0.8926 1.2459 0.2575
2 C -0.4729 -0.1746 0.1923
3 C 1.0461 -0.2657 0.5952
4 Cl -1.4343 -1.2795 1.2355
5 C -0.6618 -0.8760 -1.1913
6 N -0.0811 -0.0356 -2.2900
7 O 1.1216 -0.2186 -2.4024
8 O -0.7901 0.7234 -2.9506
9 H -1.9774 1.2973 -0.1010
10 H -0.1323 1.6699 -0.4422
11 H -0.8054 1.7052 1.2658
12 H 1.4676 -1.3483 0.7687
13 H 1.2948 0.3280 1.4968
14 H 1.6144 0.2261 -0.2409
15 H -0.2693 -1.9381 -1.0768
16 H -1.7937 -1.0908 -1.4563

- Charge: 0
- Calculated total energy: -22382.0454 eV
- Gap between HOMO and LUMO: 10.86 eV
- SMILES: CC(C)(Cl)C[N+](=O)[O-]
- ΔE to the lowest compared entry with this formula, charge and spin: 295.1 kJ/mol
- Largest force on an atom: 3.35 eV/A